No. 1
This record from OMol25 describes a structure of composition C50H59BrKN9O4SeSi. The level of theory is the ωB97M-V functional and the def2-TZVPD basis.

```
126
C50H59BrKN9O4SeSi the ωB97M-V functional and the def2-TZVPD basis
K -0.770 -0.114 -0.451
C 3.776 -3.441 -3.213
C 3.689 -2.523 -4.255
C 3.135 -1.275 -4.035
C 2.667 -0.933 -2.767
C 2.762 -1.853 -1.728
C 3.309 -3.104 -1.950
N 2.149 0.343 -2.422
N 1.952 1.084 -3.361
C 1.458 2.367 -2.981
C 1.651 3.389 -3.901
C 1.189 4.657 -3.591
C 0.546 4.864 -2.383
C 0.387 3.776 -1.530
N 0.822 2.555 -1.827
H 4.187 -4.428 -3.392
H 4.042 -2.792 -5.243
H 3.048 -0.549 -4.833
H 2.364 -1.576 -0.758
H 3.356 -3.824 -1.144
H 2.169 3.177 -4.829
H 1.324 5.474 -4.290
H 0.164 5.836 -2.101
H -0.106 3.870 -0.561
C -2.060 0.773 4.050
C -2.963 -0.250 3.401
C -4.136 -0.637 4.046
C -4.975 -1.533 3.376
C -4.661 -1.949 2.106
C -3.474 -1.461 1.453
N -2.611 -0.682 2.187
N -3.162 -1.699 0.177
Si -4.137 -2.438 -0.986
C -4.483 -4.284 -0.700
C -5.860 -1.629 -1.129
C -3.416 -2.278 -2.711
H -1.938 0.582 5.122
H -2.488 1.777 3.928
H -1.089 0.777 3.566
H -4.378 -0.254 5.031
H -5.882 -1.888 3.856
H -5.306 -2.636 1.569
H -5.293 -4.434 0.026
H -3.583 -4.781 -0.305
H -4.766 -4.789 -1.634
H -6.289 -1.444 -0.136
H -6.564 -2.251 -1.699
H -5.776 -0.657 -1.634
H -2.569 -2.949 -2.877
H -3.060 -1.256 -2.888
H -4.183 -2.510 -3.462
C 0.823 -1.963 6.439
N 1.551 -2.931 5.640
C 2.419 -3.914 6.099
C 2.860 -4.587 5.018
N 2.267 -4.008 3.909
C 2.423 -4.424 2.524
C 1.465 -2.973 4.282
Se 0.476 -1.885 3.214
H 0.854 -2.272 7.482
H -0.207 -1.910 6.091
H 1.255 -0.968 6.331
H 2.627 -4.060 7.147
H 3.539 -5.422 4.942
H 3.243 -5.137 2.460
H 2.644 -3.556 1.905
H 1.501 -4.869 2.151
C 2.072 3.557 1.556
C 1.317 3.403 2.884
C 1.357 1.936 3.335
C -0.108 3.940 2.847
C -0.466 4.907 3.778
C -1.743 5.456 3.835
C -2.674 5.016 2.897
C -2.385 4.051 1.942
C -3.476 3.705 0.933
C -3.051 4.051 -0.503
C -3.942 2.246 1.010
C -1.071 3.436 1.893
O -0.752 2.522 1.038
H 3.132 3.299 1.681
H 2.005 4.589 1.193
H 1.644 2.892 0.807
H 1.848 3.996 3.634
H 0.859 1.312 2.590
H 0.843 1.809 4.293
H 2.400 1.597 3.447
H 0.289 5.254 4.483
H -2.002 6.204 4.576
H -3.677 5.441 2.914
H -4.334 4.337 1.182
H -2.246 3.382 -0.805
H -2.698 5.085 -0.568
H -3.890 3.923 -1.199
H -3.087 1.577 0.954
H -4.631 2.007 0.188
H -4.460 2.044 1.954
N 4.265 -1.118 4.383
C 5.087 -1.553 3.391
O 5.908 -2.442 3.573
C 4.949 -0.850 2.077
C 5.998 -0.899 1.170
C 5.894 -0.201 -0.019
C 4.743 0.541 -0.252
N 3.714 0.569 0.591
C 3.812 -0.134 1.717
H 4.235 -1.667 5.225
H 3.495 -0.494 4.194
H 6.880 -1.476 1.421
H 6.691 -0.229 -0.751
H 4.631 1.135 -1.156
H 2.919 -0.124 2.344
Br -0.872 -7.359 2.238
C -0.684 -6.030 0.868
C -0.449 -6.443 -0.435
C -0.267 -5.470 -1.413
C -0.312 -4.116 -1.096
C -0.572 -3.740 0.218
C -0.760 -4.695 1.214
C -0.053 -3.069 -2.196
O 0.242 -3.516 -3.320
O -0.153 -1.864 -1.828
H -0.412 -7.498 -0.677
H -0.076 -5.745 -2.443
H -0.638 -2.690 0.476
H -0.968 -4.390 2.232
```

Computed properties:
- E_HOMO: -1.7 eV
- Orbital gap: 5.250 eV
- LUMO: 3.6 eV
- Total charge: -2

=====

No. 2
This record from OMol25 describes the molecule C4H6S. The level of theory is the ωB97M-V functional and the def2-TZVPD basis.

```
11
C4H6S the ωB97M-V functional and the def2-TZVPD basis
C 1.013 -0.010 0.979
C 0.860 -0.931 0.087
S -0.568 -0.682 -0.985
C -0.529 1.125 -0.246
C -0.084 0.977 1.189
H 1.809 -0.033 1.743
H 1.210 -1.839 0.087
H 0.604 1.446 -0.771
H -1.376 1.898 -0.680
H -0.019 2.225 1.383
H -0.695 0.240 1.952
```

Computed properties:
- Relative energy (zero: lowest compared OMol25 entry of this formula, charge and spin): 268.03 kJ/mol
- E_HOMO: -8.3 eV
- Orbital gap: 9.234 eV
- LUMO: 0.9 eV

=====

No. 3
This record from OMol25 describes the molecule C5H6O2S. The level of theory is the ωB97M-V functional and the def2-TZVPD basis.

```
14
C5H6O2S the ωB97M-V functional and the def2-TZVPD basis
C -2.421 -1.184 0.142
C 1.285 -0.590 0.586
C -1.858 -0.010 0.169
C 0.677 0.731 0.186
C -0.565 0.498 -0.748
O -2.884 -2.254 -0.061
O 3.506 0.320 -0.543
S 2.898 -0.806 0.210
H -2.168 0.702 0.959
H 0.900 -1.431 1.120
H 0.525 1.392 1.042
H 1.365 1.219 -0.388
H -0.361 -0.127 -1.664
H -0.899 1.539 -1.008
```

Computed properties:
- Relative energy (zero: lowest compared OMol25 entry of this formula, charge and spin): 258.38 kJ/mol
- E_HOMO: -9.2 eV
- Orbital gap: 8.989 eV
- LUMO: -0.2 eV

=====

No. 4
This record from OMol25 describes a cluster of 2 separate species, C4H10O3 in total. The level of theory is the ωB97M-V functional and the def2-TZVPD basis.

```
17
C4H10O3 the ωB97M-V functional and the def2-TZVPD basis
C 0.409 -1.753 -0.343
C 0.854 1.905 -0.238
C 1.201 -0.463 0.034
C -3.094 -0.042 -0.214
O -2.825 0.578 0.929
O -4.277 -0.553 -0.051
O 0.368 0.642 0.230
H 1.100 -2.486 -0.776
H -0.404 -1.620 -1.145
H -0.275 -2.008 0.503
H 0.254 2.644 0.187
H 0.545 1.896 -1.338
H 1.972 1.925 -0.205
H 1.785 -0.579 0.958
H 2.050 -0.262 -0.789
H -1.889 1.038 0.918
H -4.590 -0.498 0.878
```

Computed properties:
- Relative energy (zero: lowest compared OMol25 entry of this formula, charge and spin): 362.90 kJ/mol
- E_HOMO: -9.2 eV
- Orbital gap: 10.079 eV
- LUMO: 0.8 eV

=====

Copy entry 3 word for word.
This record from OMol25 describes the molecule C5H6O2S. The level of theory is the ωB97M-V functional and the def2-TZVPD basis.

```
14
C5H6O2S the ωB97M-V functional and the def2-TZVPD basis
C -2.421 -1.184 0.142
C 1.285 -0.590 0.586
C -1.858 -0.010 0.169
C 0.677 0.731 0.186
C -0.565 0.498 -0.748
O -2.884 -2.254 -0.061
O 3.506 0.320 -0.543
S 2.898 -0.806 0.210
H -2.168 0.702 0.959
H 0.900 -1.431 1.120
H 0.525 1.392 1.042
H 1.365 1.219 -0.388
H -0.361 -0.127 -1.664
H -0.899 1.539 -1.008
```

Computed properties:
- Relative energy (zero: lowest compared OMol25 entry of this formula, charge and spin): 258.38 kJ/mol
- E_HOMO: -9.2 eV
- Orbital gap: 8.989 eV
- LUMO: -0.2 eV

=====

> The lowest orbital gap belongs to which entry?

C50H59BrKN9O4SeSi

=====

> What is the orbital gap in the first record?

5.250 eV